{"formula": "C4H11N2", "method": "ωB97M-V with the def2-TZVPD basis set", "energy_ha": -268.2368, "total_charge": 1, "smiles": "CCCNC=[NH2+]", "orbital_gap_ha": 0.414, "e_homo_ha": -0.5610, "de_lowest_kj_mol": 178.8, "multiplicity": 1, "species": ["C", "C", "C", "N", "C", "N", "H", "H", "H", "H", "H", "H", "H", "H", "H", "H", "H"], "coordinates": [[1.947, -1.196, 0.704], [1.602, -0.357, -0.459], [0.718, 0.847, -0.115], [-0.713, 0.455, 0.202], [-1.787, 0.459, -0.502], [-3.049, 0.205, -0.043], [0.869, -1.480, 0.929], [2.478, -0.661, 1.517], [2.450, -2.084, 0.296], [0.808, -0.768, -1.097], [2.358, -0.118, -1.122], [0.734, 1.623, -0.915], [1.126, 1.465, 0.790], [-0.918, 0.006, 1.042], [-1.713, 0.572, -1.616], [-3.831, 0.697, -0.577], [-3.077, 0.333, 0.967]]}

=====

{"formula": "CH4BrNO", "method": "ωB97M-V with the def2-TZVPD basis set", "energy_ha": -2744.3817, "smiles": "CONBr", "orbital_gap_ha": 0.320, "e_homo_ha": -0.3335, "de_lowest_kj_mol": 124.7, "multiplicity": 1, "species": ["C", "O", "N", "Br", "H", "H", "H", "H"], "coordinates": [[0.147, -0.550, -0.274], [0.367, 0.292, 0.830], [-0.410, 1.452, 0.821], [-2.400, 1.244, 1.152], [0.699, -1.513, -0.240], [0.383, -0.043, -1.250], [-0.834, -0.761, -0.360], [0.078, 2.181, 1.357]]}

=====

{"formula": "C5H12NO3P", "method": "ωB97M-V with the def2-TZVPD basis set", "energy_ha": -819.4083, "orbital_gap_ha": 0.281, "e_homo_ha": -0.2684, "de_lowest_kj_mol": 434.5, "multiplicity": 1, "species": ["C", "C", "C", "C", "C", "N", "O", "O", "O", "P", "H", "H", "H", "H", "H", "H", "H", "H", "H", "H", "H", "H"], "coordinates": [[-3.107, -0.929, -0.278], [1.255, -0.285, -1.563], [1.263, -1.361, 0.664], [0.934, -0.038, -0.024], [-0.541, 0.359, 0.223], [-0.773, 1.741, -0.337], [-3.275, 0.099, -0.771], [-3.039, -2.027, 0.058], [2.489, -1.952, 0.211], [-0.995, 0.385, 1.942], [2.155, -0.963, -1.549], [0.467, -0.769, -2.215], [1.582, 0.721, -2.105], [1.415, -1.269, 1.813], [0.356, -2.036, 0.702], [1.800, 0.723, 0.126], [-0.925, 1.737, -1.414], [-1.615, 2.030, 0.324], [0.039, 2.398, -0.160], [3.163, -1.264, 0.278], [-2.242, 1.204, 1.739], [-0.407, 1.498, 2.337]]}

=====

{"formula": "C3H8S2", "method": "ωB97M-V with the def2-TZVPD basis set", "energy_ha": -915.4071, "smiles": "C=C.CSS", "orbital_gap_ha": 0.342, "e_homo_ha": -0.3156, "de_lowest_kj_mol": 183.6, "multiplicity": 1, "species": ["C", "C", "H", "H", "H", "H", "C", "S", "S", "H", "H", "H", "H"], "coordinates": [[2.122, -3.600, 1.611], [2.628, -2.414, 1.922], [1.873, -4.412, 2.265], [2.130, -3.954, 0.546], [2.659, -2.068, 2.998], [2.716, -1.543, 1.271], [-1.620, 2.371, -0.638], [-3.050, 1.975, -1.756], [-2.750, 2.477, -3.624], [-1.527, 1.481, -0.029], [-1.932, 3.204, -0.005], [-0.651, 2.585, -1.040], [-2.598, 3.898, -3.520]]}

=====

{"formula": "C31H31CaCl3N8O5S3", "method": "ωB97M-V with the def2-TZVPD basis set", "energy_ha": -5267.1125, "orbital_gap_ha": 0.264, "e_homo_ha": -0.2681, "de_lowest_kj_mol": 0.0, "multiplicity": 1, "species": ["Ca", "O", "C", "O", "C", "C", "C", "C", "C", "N", "C", "O", "O", "H", "H", "H", "H", "H", "N", "C", "C", "N", "C", "C", "N", "H", "H", "H", "H", "H", "H", "H", "H", "H", "H", "H", "H", "H", "S", "C", "S", "C", "C", "N", "C", "N", "Cl", "C", "C", "C", "C", "C", "C", "N", "C", "C", "N", "C", "O", "C", "C", "C", "Cl", "S", "C", "C", "C", "Cl", "C", "H", "H", "H", "H", "H", "H", "H", "H", "H", "H", "H", "H", "H"], "coordinates": [[1.070, 2.005, 0.139], [1.544, 4.486, 3.723], [1.182, 3.650, 2.726], [1.895, 3.555, 1.703], [-0.318, 3.572, 2.618], [-1.205, 3.981, 3.611], [-2.553, 3.799, 3.384], [-2.985, 3.175, 2.215], [-2.026, 2.798, 1.297], [-0.734, 3.046, 1.480], [-2.273, 2.019, 0.037], [-3.412, 1.347, -0.062], [-1.460, 1.993, -0.866], [2.502, 4.605, 3.661], [-0.837, 4.387, 4.541], [-3.272, 4.089, 4.138], [-4.037, 2.984, 2.054], [-3.841, 1.241, 0.805], [3.111, 0.682, 0.855], [4.251, 1.521, 0.488], [4.296, 1.770, -1.021], [2.989, 2.125, -1.593], [2.916, 3.317, -2.439], [2.328, 4.495, -1.680], [0.962, 4.177, -1.240], [2.957, 0.656, 1.862], [3.196, -0.275, 0.532], [5.219, 1.109, 0.795], [4.121, 2.475, 1.003], [4.696, 0.883, -1.527], [5.008, 2.576, -1.217], [2.579, 1.327, -2.062], [2.278, 3.096, -3.300], [3.898, 3.590, -2.839], [2.381, 5.400, -2.294], [2.929, 4.676, -0.786], [0.302, 4.208, -2.009], [0.646, 4.845, -0.546], [-0.266, -0.105, 1.753], [-0.157, 0.695, 3.269], [1.319, 1.473, 3.799], [-1.297, 0.840, 4.052], [-1.316, 1.527, 5.305], [-1.408, 2.093, 6.305], [-2.580, 0.511, 3.527], [-3.650, 0.309, 3.142], [-6.491, -1.117, 0.456], [-5.047, -1.889, -0.127], [-3.888, -1.814, 0.623], [-2.734, -2.393, 0.116], [-2.723, -3.048, -1.110], [-1.415, -3.574, -1.639], [-0.918, -2.817, -2.875], [0.106, -1.857, -2.491], [1.455, -2.098, -2.487], [2.023, -1.009, -1.903], [1.048, -0.112, -1.530], [-0.093, -0.658, -1.902], [-1.445, -4.968, -1.912], [-0.728, -5.701, -0.927], [0.747, -5.437, -1.027], [1.488, -4.687, -0.164], [0.935, -3.832, 1.217], [3.143, -4.589, -0.611], [2.862, -5.558, -1.997], [1.560, -5.933, -2.092], [-3.917, -3.114, -1.822], [-3.963, -3.896, -3.376], [-5.083, -2.543, -1.346], [-3.872, -1.309, 1.577], [-1.821, -2.315, 0.695], [-0.672, -3.379, -0.859], [-1.715, -2.295, -3.401], [-0.467, -3.535, -3.557], [1.869, -3.013, -2.878], [3.071, -0.836, -1.717], [-1.072, -0.228, -1.754], [-0.939, -6.751, -1.124], [-1.097, -5.460, 0.073], [3.675, -5.817, -2.656], [1.172, -6.552, -2.889], [-5.996, -2.597, -1.921]]}

=====

{"formula": "CH4N2OS", "method": "ωB97M-V with the def2-TZVPD basis set", "energy_ha": -623.1762, "orbital_gap_ha": [0.193, 0.294], "e_homo_ha": [-0.1698, -0.3813], "de_lowest_kj_mol": 352.5, "multiplicity": 3, "species": ["C", "N", "N", "O", "S", "H", "H", "H", "H"], "coordinates": [[-1.986, -0.041, 1.041], [-2.195, -0.646, 0.052], [0.716, 0.337, -0.707], [-1.787, 0.845, 1.732], [2.038, -0.004, -0.007], [2.796, -0.234, -1.160], [-2.062, -1.335, -0.636], [-0.100, -0.206, -0.393], [2.580, 1.285, 0.078]]}

=====

{"formula": "C3H6O", "method": "ωB97M-V with the def2-TZVPD basis set", "energy_ha": -192.9485, "orbital_gap_ha": [0.242, 0.393], "e_homo_ha": [-0.2028, -0.4594], "de_lowest_kj_mol": 80.4, "multiplicity": 3, "species": ["C", "C", "C", "O", "H", "H", "H", "H", "H", "H"], "coordinates": [[-1.710, -0.413, -0.240], [1.243, -0.173, 0.328], [0.102, 0.648, -0.169], [-2.712, 0.066, 0.153], [-1.547, -1.414, -0.647], [1.306, -1.133, -0.180], [1.177, -0.340, 1.400], [2.171, 0.370, 0.126], [-0.184, 1.484, 0.451], [0.152, 0.903, -1.221]]}